Density functional theory data (the ωB97M-V functional and the def2-TZVPD basis) for a 2-piece molecular cluster, C4H12 overall at a distorted geometry.

Positions of all 16 atoms, in Å:
C1 1.136 1.679 0.246
C2 1.209 1.569 1.751
H1 0.212 2.160 -0.084
H2 1.902 2.289 -0.235
H3 1.188 0.706 -0.228
H4 1.954 0.817 2.001
H5 0.262 1.255 2.191
H6 1.437 2.495 2.277
C3 -0.560 -1.433 -1.413
C4 -1.779 -1.822 -0.597
H7 -0.660 -0.404 -1.746
H8 0.376 -1.470 -0.838
H9 -0.231 -2.117 -2.195
H10 -2.059 -2.875 -0.665
H11 -2.643 -1.269 -0.969
H12 -1.638 -1.596 0.458

Its SMILES is CC.CC. The LUMO energy comes out at 0.042 Ha. The calculation puts the energy above the lowest of the compared OMol25 structures with the same formula, charge and spin at 27.9 kJ/mol. The frontier orbital gap comes out at 12.7 eV. The calculation puts the HOMO energy at -11.529 eV. As for the net charge: 0.